Molecular formula: C4H3P
Method: DFT, ωB97M-V/def2-TZVPD

Structure (ORCA input):
```
! wB97M-V def2-TZVPD RIJCOSX def2/J DEFGRID3
* xyz 0 1
C 2.218 -0.782 0.687
C -2.491 0.594 0.469
C 1.662 0.240 0.274
C -1.366 0.983 0.345
P 0.920 1.794 -0.070
H 2.672 -1.637 1.178
H -3.319 -0.071 0.271
H 0.423 1.178 -1.344
*
```

Computed properties:
Energy relative to the best compared isomer or geometry (same formula, charge and spin), kcal/mol: 49.4

---

Molecular formula: C5H12N3O
Method: DFT, ωB97M-V/def2-TZVPD

Structure (ORCA input):
```
! wB97M-V def2-TZVPD RIJCOSX def2/J DEFGRID3
* xyz 1 1
C -0.777 -0.574 -1.433
C 1.156 0.826 -1.033
C 0.597 -0.311 1.877
C -1.513 -1.281 1.146
C -0.590 0.008 0.940
N -0.255 0.063 -0.462
N -0.197 -0.268 -2.594
N 1.124 2.162 -0.680
O 1.004 0.518 -2.415
H -1.721 -0.945 -1.440
H 1.967 0.159 -0.677
H 1.314 -1.008 1.454
H 1.198 0.561 2.152
H 0.127 -0.641 2.870
H -1.121 -2.111 0.487
H -2.489 -1.070 0.918
H -1.443 -1.700 2.216
H -1.030 1.008 1.230
H -0.432 -0.437 -3.583
H 1.508 2.255 0.319
H 1.572 2.787 -1.292
*
```

Computed properties:
Energy relative to the best compared isomer or geometry (same formula, charge and spin), kcal/mol: 100.1
SMILES: CC(C)N1C=[NH+]O[C@H]1N

---

Molecular formula: C3H14O4
Method: DFT, ωB97M-V/def2-TZVPD

Structure (ORCA input):
```
! wB97M-V def2-TZVPD RIJCOSX def2/J DEFGRID3
* xyz 0 1
C 1.879 0.268 0.628
C 2.818 0.997 -0.302
C 3.381 2.158 -0.013
H 2.443 -0.116 1.480
H 1.302 1.064 1.092
H 1.263 -0.477 0.144
H 3.188 0.448 -1.167
H 4.026 2.723 -0.673
H 3.035 2.690 0.873
H -1.906 -4.689 -2.546
H -1.172 -3.682 -1.683
O -2.036 -4.096 -1.797
H -2.521 -4.108 0.927
H -2.955 -2.837 0.142
O -2.596 -3.150 0.988
H -2.612 -0.591 -3.624
H -1.295 -0.407 -2.930
O -1.695 -0.890 -3.662
H -0.770 4.733 3.763
H -2.317 5.025 3.963
O -1.461 4.939 4.398
*
```

Computed properties:
Energy relative to the best compared isomer or geometry (same formula, charge and spin), kcal/mol: 38.9
SMILES: C=CC.O.O.O.O

---

Molecular formula: C3H6N3O
Method: DFT, ωB97M-V/def2-TZVPD

Structure (ORCA input):
```
! wB97M-V def2-TZVPD RIJCOSX def2/J DEFGRID3
* xyz 1 1
C 0.356 -1.073 0.183
C -1.075 -1.082 0.252
C 1.160 0.064 0.046
N -1.898 -0.126 0.019
N -2.566 0.877 -0.021
N 0.624 1.340 0.163
O 2.449 0.029 -0.006
H 0.725 -2.048 0.353
H -1.426 -2.039 0.505
H -0.394 1.370 0.287
H -2.814 1.280 -0.922
H 1.199 2.131 -0.093
H 2.736 -0.865 -0.020
*
```

Computed properties:
Energy relative to the best compared isomer or geometry (same formula, charge and spin), kcal/mol: 56.2
SMILES: [H]/N=N/C=C\C(=[NH2+])O

---

Molecular formula: C4H10O2
Method: DFT, ωB97M-V/def2-TZVPD

Structure (ORCA input):
```
! wB97M-V def2-TZVPD RIJCOSX def2/J DEFGRID3
* xyz 0 1
C -1.368 -1.397 0.968
C -0.111 -0.568 1.054
C -0.149 0.699 0.199
C 1.048 -1.482 0.719
O -2.240 -1.249 0.168
H -1.429 -2.184 1.748
H -0.108 -0.193 2.086
H 0.838 1.105 -0.021
H -0.847 1.394 0.661
H -0.542 0.465 -0.791
H 1.980 -0.923 0.613
H 0.966 -1.884 -0.294
H 1.253 -2.151 1.514
H 2.656 3.578 -1.922
H 1.187 3.096 -2.420
O 2.126 3.123 -2.580
*
```

Computed properties:
Energy relative to the best compared isomer or geometry (same formula, charge and spin), kcal/mol: 25.1
SMILES: CC(C)C=O.O

---

Molecular formula: C19H53N9O3P3S
Method: DFT, ωB97M-V/def2-TZVPD

Structure (ORCA input):
```
! wB97M-V def2-TZVPD RIJCOSX def2/J DEFGRID3
* xyz 1 1
C -2.727 1.725 -3.731
C -1.295 2.069 -3.232
S -1.344 1.870 -1.427
C 0.212 2.490 -0.721
N 0.012 3.421 0.414
C -0.666 3.157 1.467
N -1.350 1.949 1.696
C -2.641 2.376 2.252
C -2.266 3.673 3.062
N -0.886 3.935 2.576
P -0.231 5.562 2.594
C -1.151 6.362 3.982
O -0.736 6.377 1.220
H -2.884 2.040 -4.760
H -2.866 0.651 -3.576
H -3.427 2.213 -3.041
H -1.028 3.073 -3.575
H -0.600 1.358 -3.686
H 0.795 1.640 -0.353
H 0.845 2.978 -1.463
H 0.497 4.312 0.348
H -0.818 1.299 2.262
H -3.068 1.552 2.827
H -3.334 2.612 1.439
H -3.015 4.441 2.890
H -2.165 3.299 4.084
H -2.117 6.774 3.674
H -1.301 5.601 4.759
H -0.513 7.130 4.425
H -0.213 7.194 1.201
O -3.881 -1.458 3.514
P -3.374 -2.546 2.576
N -4.190 -2.025 1.159
C -4.715 -2.859 0.102
C -3.625 -0.805 0.607
N -4.190 -3.866 3.371
C -5.579 -4.168 3.045
C -4.049 -3.817 4.829
N -2.329 -3.688 1.683
C -2.565 -5.120 1.619
C -0.909 -3.456 2.020
H -3.932 -3.260 -0.559
H -5.397 -2.273 -0.520
H -5.309 -3.689 0.474
H -2.696 -1.001 0.050
H -3.399 -0.096 1.402
H -4.335 -0.313 -0.062
H -6.210 -3.271 3.012
H -6.002 -4.855 3.780
H -5.661 -4.699 2.095
H -4.747 -3.110 5.288
H -3.037 -3.522 5.115
H -4.231 -4.806 5.254
H -2.487 -5.617 2.589
H -1.820 -5.566 0.954
H -3.533 -5.350 1.177
H -0.675 -3.783 3.040
H -0.674 -2.388 1.947
H -0.247 -3.977 1.326
O 2.913 0.618 -2.044
P 4.107 -0.252 -2.414
N 5.104 0.138 -1.073
C 6.547 0.240 -1.068
C 4.645 -0.460 0.178
N 4.538 0.650 -3.847
C 5.373 1.838 -3.739
C 3.377 0.967 -4.680
N 5.139 -1.616 -2.923
C 6.103 -1.540 -4.009
C 4.326 -2.841 -3.096
H 7.046 -0.739 -1.092
H 6.873 0.750 -0.158
H 6.930 0.842 -1.887
H 4.916 -1.524 0.237
H 3.560 -0.380 0.270
H 5.077 0.057 1.037
H 5.054 2.507 -2.928
H 5.356 2.403 -4.672
H 6.422 1.578 -3.596
H 2.821 1.833 -4.303
H 2.686 0.122 -4.728
H 3.698 1.182 -5.701
H 5.645 -1.362 -4.985
H 6.643 -2.489 -4.060
H 6.858 -0.778 -3.824
H 3.685 -2.780 -3.982
H 3.681 -2.990 -2.223
H 4.958 -3.726 -3.182
*
```

Computed properties:
Energy relative to the best compared isomer or geometry (same formula, charge and spin), kcal/mol: 49.3

---

Look up the energy relative to the best compared isomer or geometry (same formula, charge and spin) of the fifth one.
25.1 kcal/mol